Record 1
A cluster of 2 separate species, CH6S3 in total, computed with ωB97M-V with the def2-TZVPD basis set.

Computed properties:
HOMO energy	-8.2	eV
E	-33639.39625	eV
Kohn-Sham gap	8.70	eV
LUMO	0.46	eV

```
! RIJCOSX wB97M-V def2-TZVPD def2/J DEFGRID3
* xyz 0 1
C -0.642 0.029 0.818
S -1.892 -0.872 -0.178
S -3.273 -1.164 1.365
H -0.816 -0.119 1.894
H 0.312 -0.425 0.568
H -0.881 1.083 0.697
H -4.303 -1.141 0.511
S 3.963 0.274 -2.042
H 3.792 0.944 -0.905
H 3.738 1.392 -2.728
*
```

---

Record 2
The molecule CH4N2O3S, computed with ωB97M-V with the def2-TZVPD basis set.

Computed properties:
HOMO energy	-10.4	eV
E	-21058.64934	eV
Kohn-Sham gap	10.70	eV
LUMO	0.29	eV

```
! RIJCOSX wB97M-V def2-TZVPD def2/J DEFGRID3
* xyz 0 1
C -1.127 -0.389 0.106
N -0.048 -1.049 0.299
N -1.088 0.921 -0.088
O 1.220 0.204 -1.286
O 1.179 1.091 0.974
O 2.656 -0.736 0.468
S 1.520 0.032 0.123
H -2.121 -0.704 -0.100
H -0.197 -2.074 0.297
H -1.884 1.442 -0.485
H -0.109 1.260 -0.309
*
```

---

Record 3
A cluster of 2 separate species, C6H14NO in total, computed with ωB97M-V with the def2-TZVPD basis set.

Computed properties:
HOMO energy	-12.5	eV
E	-9978.70595	eV
Kohn-Sham gap	9.26	eV
LUMO	-3.21	eV

```
! RIJCOSX wB97M-V def2-TZVPD def2/J DEFGRID3
* xyz 1 1
C 1.598 -2.908 -1.901
C 0.910 -1.977 -0.940
C -0.405 -1.944 -0.842
N -1.099 -0.906 -0.054
H 0.911 -3.598 -2.383
H 2.062 -2.273 -2.658
H 2.380 -3.480 -1.406
H 1.545 -1.361 -0.313
H -1.089 -2.505 -1.458
H -0.420 -0.235 0.335
H -1.695 -0.341 -0.659
H -1.680 -1.236 0.716
C 0.809 2.404 0.165
C -0.570 2.104 0.689
C -0.899 2.170 1.976
O -2.186 2.041 2.419
H 0.791 3.215 -0.562
H 1.395 2.778 1.007
H 1.361 1.559 -0.249
H -1.375 1.790 0.028
H -0.173 2.418 2.746
H -2.171 2.284 3.342
*
```

---

Record 4
A cluster of 2 separate species, C11H18F4NO3P in total, computed with ωB97M-V with the def2-TZVPD basis set.

Computed properties:
HOMO energy	-8.5	eV
E	-39483.57237	eV
Kohn-Sham gap	8.48	eV
LUMO	-0.05	eV

```
! RIJCOSX wB97M-V def2-TZVPD def2/J DEFGRID3
* xyz 0 1
C 0.598 3.221 3.404
C 0.606 1.588 3.616
P 1.043 0.733 1.956
C 0.525 -1.090 2.173
C -1.067 -1.178 1.666
O 2.720 0.924 1.530
C 3.151 -0.197 0.631
O 4.271 -0.828 0.980
O 2.254 -0.509 -0.485
C 2.936 -1.150 -1.616
F 4.243 -0.544 -1.988
F 2.041 -0.918 -2.812
C 3.006 -2.816 -1.481
F 1.741 -3.326 -2.131
F 2.956 -3.292 -0.081
H 1.703 3.587 3.583
H -0.150 3.727 4.162
H 0.297 3.403 2.266
H -0.488 1.260 3.934
H 1.327 1.237 4.496
H 1.100 -1.864 1.511
H 0.649 -1.471 3.298
H -1.544 -0.105 1.872
H -1.040 -1.280 0.478
H -1.662 -2.048 2.177
H 3.881 -3.270 -2.126
C -3.394 0.681 -3.893
C -2.411 1.114 -2.809
C -2.289 0.095 -1.675
C -3.641 -0.090 -1.004
N -4.762 -0.244 -0.447
H -4.411 0.583 -3.500
H -3.427 1.425 -4.695
H -3.098 -0.280 -4.329
H -2.731 2.083 -2.407
H -1.425 1.264 -3.263
H -1.564 0.445 -0.932
H -1.943 -0.870 -2.060
*
```

---

Record 5
A cluster of 2 separate species, C5H13S2 in total, computed with ωB97M-V with the def2-TZVPD basis set.

Computed properties:
HOMO energy	-3.0	eV
E	-27067.21055	eV
Kohn-Sham gap	6.59	eV
LUMO	3.57	eV

```
! RIJCOSX wB97M-V def2-TZVPD def2/J DEFGRID3
* xyz -1 1
C -0.486 1.584 -2.707
C -1.494 1.259 -1.575
C -0.774 0.906 -0.220
S -2.011 0.686 1.118
H -0.961 1.656 -3.687
H 0.237 0.758 -2.676
H 0.082 2.470 -2.487
H -2.155 2.136 -1.394
H -2.037 0.360 -1.878
H -0.102 1.685 0.094
H -0.183 -0.013 -0.347
H -1.562 -0.665 1.462
C 2.129 -1.684 1.415
C 0.847 -1.425 2.194
S -0.594 -2.390 1.633
H 2.018 -1.345 0.379
H 2.338 -2.808 1.272
H 3.040 -1.188 1.913
H 0.616 -0.338 2.242
H 1.052 -1.647 3.251
*
```

---

Record 6
A structure of composition C29H35BBr4N9O6SV, computed with ωB97M-V with the def2-TZVPD basis set.

Computed properties:
HOMO energy (spin up / spin down)	-10.5 / -10.6	eV
E	-373703.69785	eV
Kohn-Sham gap (spin up / spin down)	6.17 / 7.35	eV
LUMO (spin up / spin down)	-4.36 / -3.25	eV

```
! RIJCOSX wB97M-V def2-TZVPD def2/J DEFGRID3
* xyz 1 2
V 0.686 -1.218 -0.302
C 0.968 0.120 -3.811
C -0.238 -0.513 -3.208
C -1.555 -0.441 -3.655
C -2.311 -1.198 -2.773
C -3.773 -1.493 -2.772
N -1.485 -1.708 -1.851
N -0.194 -1.280 -2.109
B -1.742 -2.904 -0.862
N -1.855 -2.300 0.563
N -0.921 -1.360 0.923
C -1.212 -0.968 2.178
C -0.437 0.077 2.905
C -2.338 -1.658 2.613
C -2.713 -2.490 1.567
C -3.849 -3.451 1.468
N -0.465 -3.776 -0.892
N 0.675 -3.221 -0.372
C 1.603 -4.188 -0.317
C 2.985 -3.950 0.186
C 1.043 -5.374 -0.781
C -0.260 -5.075 -1.142
C -1.325 -5.958 -1.704
H 0.947 -0.043 -4.889
H 1.885 -0.298 -3.403
H 0.970 1.200 -3.646
H -1.914 0.087 -4.524
H -4.293 -0.791 -3.420
H -4.189 -1.417 -1.767
H -3.971 -2.502 -3.137
H -2.724 -3.517 -1.164
H 0.245 0.618 2.258
H 0.147 -0.370 3.710
H -1.127 0.797 3.347
H -2.826 -1.560 3.569
H -4.433 -3.430 2.385
H -3.488 -4.468 1.314
H -4.507 -3.203 0.634
H 3.606 -3.488 -0.582
H 3.440 -4.897 0.467
H 2.981 -3.300 1.061
H 1.532 -6.331 -0.861
H -0.896 -6.918 -1.980
H -1.778 -5.514 -2.590
H -2.118 -6.137 -0.976
Br 6.469 1.180 2.431
C 5.257 0.405 1.226
C 5.634 0.145 -0.112
Br 7.363 0.568 -0.696
C 4.737 -0.416 -1.014
Br 5.123 -0.756 -2.818
C 3.448 -0.725 -0.586
O 2.463 -1.197 -1.331
C 3.110 -0.483 0.739
O 1.808 -0.836 0.941
C 3.974 0.087 1.652
Br 3.345 0.368 3.396
C -1.331 6.093 3.896
C -0.149 5.216 3.497
S -0.494 4.052 2.214
O 0.675 3.228 2.031
O -1.777 3.427 2.464
C -0.679 5.059 0.774
C -1.098 4.246 -0.440
N -0.248 3.072 -0.670
C -0.626 1.797 -0.440
N 0.414 0.971 -0.576
C 1.497 1.746 -0.915
C 1.099 3.030 -0.957
N 1.907 4.171 -1.280
O 1.344 5.253 -1.350
O 3.058 3.956 -1.574
C -2.040 1.411 -0.170
H -1.072 6.660 4.789
H -2.209 5.489 4.115
H -1.587 6.812 3.117
H 0.183 4.570 4.314
H 0.714 5.787 3.149
H 0.264 5.580 0.608
H -1.470 5.779 0.992
H -1.057 4.890 -1.312
H -2.113 3.880 -0.316
H 2.482 1.364 -1.114
H -2.691 1.809 -0.951
H -2.379 1.793 0.794
H -2.124 0.331 -0.175
*
```

---

Record 7
A cluster of 2 separate species, C6H11F in total, computed with ωB97M-V with the def2-TZVPD basis set.

Computed properties:
HOMO energy	-8.3	eV
E	-9114.04915	eV
Kohn-Sham gap	9.20	eV
LUMO	0.92	eV

```
! RIJCOSX wB97M-V def2-TZVPD def2/J DEFGRID3
* xyz 0 1
C 1.406 2.021 0.478
C 1.009 0.896 0.022
C 1.704 -0.398 -0.270
C -1.339 -0.628 -1.252
C -1.395 -0.173 1.338
C -1.164 0.318 -0.061
F -1.695 1.605 -0.281
H 0.776 2.846 0.751
H 2.485 2.315 0.409
H 1.280 -0.995 0.423
H 2.750 -0.324 -0.204
H 1.545 -0.861 -1.248
H -2.339 -0.792 -1.381
H -1.149 0.024 -2.070
H -0.701 -1.576 -1.100
H -0.765 -1.034 1.509
H -1.013 0.704 1.917
H -2.461 -0.558 1.491
*
```

---

Record 8
A structure of composition C30H27BMgN8PSbSe4, computed with ωB97M-V with the def2-TZVPD basis set.

Computed properties:
HOMO energy (spin up / spin down)	-4.3 / -4.3	eV
E	-326809.79636	eV
Kohn-Sham gap (spin up / spin down)	6.55 / 6.10	eV
LUMO (spin up / spin down)	2.21 / 1.81	eV

```
! RIJCOSX wB97M-V def2-TZVPD def2/J DEFGRID3
* xyz -1 2
Mg -0.990 -0.913 0.257
C 2.772 -0.961 0.350
C 2.081 -0.621 1.524
N 0.968 -1.311 1.674
N 0.897 -2.124 0.550
C 1.983 -1.911 -0.234
B -0.011 -3.425 0.517
N -0.690 -3.416 -0.873
C -0.989 -4.423 -1.713
C -1.699 -3.903 -2.776
C -1.799 -2.534 -2.499
N -1.182 -2.252 -1.365
N -1.049 -3.279 1.647
C -1.166 -3.905 2.829
C -2.192 -3.304 3.536
C -2.636 -2.271 2.703
N -1.945 -2.258 1.577
N 0.779 -4.703 0.715
C 0.277 -5.948 0.909
C 1.330 -6.829 0.930
C 2.458 -6.012 0.732
N 2.123 -4.742 0.598
H 3.691 -0.540 -0.017
H 2.341 0.133 2.253
H 2.105 -2.483 -1.139
H -0.677 -5.432 -1.500
H -2.092 -4.431 -3.626
H -2.298 -1.742 -3.039
H -0.515 -4.723 3.087
H -2.560 -3.570 4.511
H -3.409 -1.532 2.849
H -0.784 -6.106 1.016
H 1.292 -7.896 1.073
H 3.498 -6.296 0.686
Se -6.446 2.169 0.634
Sb -4.719 1.981 -0.998
Se -2.956 0.491 -0.079
Se -3.726 4.028 -1.989
Se -4.914 1.338 -3.339
C 4.846 2.814 0.291
C 3.961 3.080 1.324
C 2.600 2.858 1.157
C 2.101 2.361 -0.044
C 3.002 2.099 -1.079
C 4.358 2.327 -0.917
P 0.345 1.874 -0.271
C 0.002 2.622 -1.888
C 0.503 3.873 -2.252
C 0.267 4.376 -3.519
C -0.462 3.629 -4.439
C -0.964 2.390 -4.084
C -0.735 1.888 -2.810
C -0.521 2.852 0.992
C -0.610 2.295 2.269
C -1.310 2.941 3.274
C -1.958 4.139 3.001
C -1.891 4.687 1.731
C -1.169 4.052 0.729
H 5.906 2.992 0.419
H 4.327 3.472 2.265
H 1.919 3.086 1.966
H 2.634 1.719 -2.025
H 5.038 2.125 -1.736
H 1.092 4.448 -1.546
H 0.652 5.350 -3.795
H -0.659 4.031 -5.426
H -1.577 1.824 -4.773
H -1.170 0.941 -2.520
H -0.156 1.330 2.471
H -1.382 2.492 4.257
H -2.544 4.626 3.771
H -2.429 5.597 1.502
H -1.167 4.467 -0.268
*
```

---

Record 9
A cluster of 10 separate species, C30H70ClN4O16P3S10 in total, computed with ωB97M-V with the def2-TZVPD basis set.

Computed properties:
HOMO energy	-7.7	eV
E	-219701.13903	eV
Kohn-Sham gap	7.59	eV
LUMO	-0.10	eV

```
! RIJCOSX wB97M-V def2-TZVPD def2/J DEFGRID3
* xyz 0 1
C 6.819 -1.597 -0.501
P 5.719 -0.923 0.780
O 5.748 0.669 0.430
C 4.061 -1.545 0.204
C 3.627 -2.722 0.955
N 4.465 -3.217 1.926
C 2.420 -3.326 0.660
P 1.803 -4.810 1.443
O 1.170 -5.711 0.269
O 0.545 -4.284 2.277
S 3.058 -5.879 2.449
C 1.567 -2.732 -0.294
N 0.341 -3.267 -0.507
C -0.468 -2.702 -1.361
C -1.792 -3.374 -1.604
C -2.616 -3.714 -0.334
O -2.273 -2.988 0.832
C -0.066 -1.524 -2.060
C -1.008 -0.857 -3.034
O -0.539 0.418 -3.435
N -0.908 1.346 -2.430
O -0.229 2.285 -2.440
N 1.116 -1.013 -1.882
C 1.963 -1.590 -0.999
C 3.250 -1.024 -0.773
P 3.544 0.369 -1.964
O 5.150 0.283 -2.299
Cl 3.393 1.993 -0.715
H 7.064 -0.865 -1.264
H 7.735 -1.915 -0.003
H 6.351 -2.486 -0.920
H 5.358 1.174 1.155
H 4.001 -3.618 2.728
H 5.137 -2.522 2.234
H 1.254 -6.632 0.557
H -0.266 -4.735 2.011
H -2.408 -2.818 -2.306
H -1.540 -4.313 -2.101
H -3.656 -3.514 -0.567
H -2.510 -4.774 -0.116
H -2.149 -2.059 0.619
H -1.167 -1.508 -3.889
H -1.980 -0.760 -2.542
H 5.239 -0.536 -2.810
C 1.226 2.608 2.602
S 2.746 3.556 2.691
O 3.701 2.769 3.521
C 2.092 4.863 3.725
H 1.438 1.710 2.024
H 0.910 2.343 3.611
H 0.460 3.201 2.103
H 1.711 4.434 4.652
H 1.290 5.378 3.195
H 2.904 5.555 3.940
C -5.460 4.661 -4.326
S -4.205 3.815 -5.279
O -4.824 2.547 -5.763
C -3.185 3.381 -3.870
H -6.245 4.981 -5.009
H -5.861 3.976 -3.581
H -5.026 5.534 -3.838
H -3.776 2.806 -3.156
H -2.820 4.297 -3.407
H -2.347 2.791 -4.232
C 6.225 2.637 -4.442
S 5.065 2.243 -5.753
O 5.817 1.480 -6.785
C 4.912 3.927 -6.363
H 6.493 1.708 -3.947
H 7.109 3.105 -4.877
H 5.746 3.300 -3.722
H 5.897 4.297 -6.649
H 4.474 4.553 -5.585
H 4.256 3.903 -7.230
C -0.476 6.315 6.521
S -1.792 6.241 5.311
O -1.206 5.621 4.093
C -1.887 8.007 4.996
H -0.220 5.299 6.813
H 0.396 6.798 6.077
H -0.815 6.869 7.397
H -0.914 8.364 4.659
H -2.192 8.519 5.909
H -2.632 8.164 4.219
C -7.270 -4.022 2.575
S -5.717 -3.200 2.202
O -5.493 -3.359 0.742
C -4.651 -4.384 3.022
H -8.066 -3.452 2.100
H -7.250 -5.036 2.176
H -7.421 -4.034 3.655
H -4.811 -5.371 2.588
H -4.868 -4.389 4.090
H -3.628 -4.056 2.847
C -2.973 -3.144 -7.712
S -2.246 -2.068 -6.475
O -2.585 -2.664 -5.146
C -3.354 -0.693 -6.725
H -2.444 -4.094 -7.679
H -4.027 -3.296 -7.480
H -2.854 -2.690 -8.695
H -4.380 -1.022 -6.561
H -3.231 -0.303 -7.734
H -3.101 0.085 -6.014
C -6.578 1.225 0.282
S -6.157 1.792 -1.366
O -5.924 3.260 -1.276
C -7.789 1.567 -2.078
H -5.688 1.329 0.900
H -7.383 1.841 0.681
H -6.873 0.177 0.237
H -8.512 2.157 -1.515
H -8.048 0.509 -2.054
H -7.744 1.911 -3.110
C -0.452 2.992 10.232
S 0.998 3.918 9.719
O 0.922 4.039 8.238
C 2.191 2.624 10.062
H -1.322 3.619 10.046
H -0.521 2.077 9.644
H -0.381 2.768 11.295
H 1.934 1.736 9.486
H 2.193 2.408 11.130
H 3.168 2.993 9.758
C 6.502 -6.419 -2.519
S 4.912 -6.083 -1.753
O 5.052 -4.772 -1.067
C 5.024 -7.382 -0.514
H 6.647 -5.686 -3.309
H 7.289 -6.321 -1.771
H 6.495 -7.422 -2.945
H 5.916 -7.245 0.096
H 5.052 -8.337 -1.041
H 4.138 -7.324 0.113
*
```

---

Record 10
The molecule C5H8N2O2, computed with ωB97M-V with the def2-TZVPD basis set.

Computed properties:
HOMO energy	-9.4	eV
E	-12388.15878	eV
Kohn-Sham gap	9.90	eV
LUMO	0.50	eV

```
! RIJCOSX wB97M-V def2-TZVPD def2/J DEFGRID3
* xyz 0 1
H 1.651 -2.377 0.406
N 0.778 -2.173 -0.090
C 0.407 -0.964 0.078
N 1.049 -0.012 0.834
C 0.497 1.110 0.177
C 1.404 1.862 -0.750
O -0.669 1.514 0.406
C -1.193 -0.526 -0.445
C -2.181 -0.970 0.583
O -1.354 -0.326 -1.619
H 2.057 -0.087 0.917
H 1.003 1.788 -1.764
H 1.407 2.914 -0.453
H 2.427 1.483 -0.737
H -3.178 -0.676 0.246
H -2.151 -2.057 0.671
H -1.956 -0.503 1.540
*
```

---

Record 11
A cluster of 2 separate species, C4H10N2O2 in total, computed with ωB97M-V with the def2-TZVPD basis set.

Computed properties:
HOMO energy	-9.2	eV
E	-11385.10019	eV
Kohn-Sham gap	9.76	eV
LUMO	0.53	eV

```
! RIJCOSX wB97M-V def2-TZVPD def2/J DEFGRID3
* xyz 0 1
C 2.972 -0.996 -0.888
C 1.891 -2.039 -1.073
N 0.645 -1.492 -0.986
O 1.996 -3.161 -1.585
H 2.478 -0.080 -0.481
H 3.375 -0.659 -1.920
H 3.753 -1.376 -0.264
H -0.273 -1.637 -1.231
H 0.607 -0.587 -0.426
C -2.014 1.916 0.075
C -1.346 1.052 1.149
N -2.174 0.846 2.265
O -0.278 0.683 0.865
H -2.938 2.428 0.412
H -2.440 1.139 -0.716
H -1.282 2.624 -0.418
H -1.891 0.263 3.025
H -3.081 1.076 2.197
*
```